Formula: C3H3NO
Source: OMol25
Level of theory: ωB97M-V/def2-TZVPD

Values from the calculation:
Gap between HOMO and LUMO (alpha / beta): 8.75 / 8.75 eV
LUMO (alpha / beta): -0.98 / -0.98 eV
HOMO (alpha / beta): -9.728 / -9.728 eV
ΔE to the lowest compared entry with this formula, charge and spin: 76.1 kcal per mole
DFT total energy: -6693.1909 eV
M: 69.1 Da

Each line ends with the Mulliken charge.
CARTESIAN COORDINATES (ANGSTROEM)
C1 -0.0500 -0.5338 0.2186  -0.193
C2 -1.0745 0.0863 -0.4411  -0.289
N1 0.4946 0.9571 0.7224  -0.418
C3 1.3488 0.1952 0.1249  0.675
O1 2.4878 -0.0683 -0.1525  -0.538
H1 -0.2044 -1.2997 0.9697  0.267
H2 -0.8896 0.8108 -1.2206  0.242
H3 -2.1128 -0.1477 -0.2213  0.255

Formula: C21H20F2N4O2S
Source: OMol25
Level of theory: ωB97M-V/def2-TZVPD

Values from the calculation:
Gap between HOMO and LUMO: 8.36 eV
LUMO: -0.22 eV
HOMO: -8.583 eV
ΔE to the lowest compared entry with this formula, charge and spin: 4.5 kcal per mole
SMILES: N[C@@H]1C[C@H](c2ccncc2NC(=O)c2csc(-c3c(F)cccc3F)n2)CC[C@H]1O
DFT total energy: -48427.4246 eV
M: 430.5 Da

Each line ends with the Mulliken charge.
CARTESIAN COORDINATES (ANGSTROEM)
N1 -0.8508 3.0200 3.6687  -0.703
C1 -0.3952 2.1585 2.5909  0.206
C2 -0.0730 0.7871 3.1895  -1.373
C3 0.4464 -0.1630 2.1181  0.312
C4 0.7408 -1.6463 2.5486  0.003
C5 1.4145 -1.9254 3.7370  -0.669
C6 1.7725 -3.2349 4.0871  -0.465
N2 1.4475 -4.2814 3.3207  -0.633
C7 0.8854 -4.0301 2.1274  -0.441
C8 0.4779 -2.7396 1.6788  0.359
N3 -0.0601 -2.4402 0.4003  0.106
C9 -0.4344 -3.3568 -0.6103  0.247
O1 -0.4207 -4.5873 -0.4590  -0.680
C10 -0.8811 -2.7635 -1.9162  -0.088
C11 -1.1990 -3.5913 -2.9683  -0.293
S1 -1.4596 -2.6333 -4.4024  -0.151
C12 -1.1218 -1.1736 -3.5528  0.459
C13 -1.1999 0.2116 -4.1147  0.250
C14 -1.2134 0.4184 -5.4809  0.388
F1 -1.1024 -0.6259 -6.3511  -0.286
C15 -1.3157 1.7167 -6.0089  -0.541
C16 -1.3679 2.8258 -5.1424  -0.502
C17 -1.2923 2.6170 -3.7905  -0.439
C18 -1.2313 1.3384 -3.2711  0.109
F2 -1.0623 1.2506 -1.9214  -0.128
N4 -0.8866 -1.4077 -2.2625  -0.422
C19 1.7206 0.4057 1.4737  -0.691
C20 1.4551 1.8118 0.8949  -0.623
C21 0.7799 2.8325 1.8311  0.148
O2 0.2630 3.9195 1.0776  -0.598
H1 -0.9918 3.9572 3.2990  0.313
H2 -0.2230 3.0296 4.4806  0.262
H3 -1.2416 2.0033 1.8678  0.291
H4 0.7063 0.9228 3.9470  0.546
H5 -0.9837 0.3377 3.6563  0.171
H6 -0.3779 -0.1689 1.4176  0.531
H7 1.6862 -1.1261 4.3965  0.338
H8 2.3029 -3.4587 5.0069  0.368
H9 0.7587 -4.9278 1.5351  0.512
H10 -0.1557 -1.4598 0.1122  0.091
H11 -1.2667 -4.6523 -2.8969  0.506
H12 -1.3363 1.8595 -7.0960  0.421
H13 -1.4800 3.8204 -5.5636  0.387
H14 -1.3327 3.4992 -3.1433  0.418
H15 2.0379 -0.2526 0.6685  0.433
H16 2.5180 0.4647 2.2273  0.407
H17 0.7724 1.7010 0.0676  0.298
H18 2.4003 2.2396 0.4915  0.379
H19 1.4479 3.2202 2.6105  0.123
H20 0.9228 4.2779 0.4235  0.346

Formula: C58H39F12N5O5SW
Source: OMol25
Level of theory: ωB97M-V/def2-TZVPD

Values from the calculation:
Gap between HOMO and LUMO (alpha / beta): 4.57 / 4.67 eV
LUMO (alpha / beta): -1.76 / -1.67 eV
HOMO (alpha / beta): -6.330 / -6.346 eV
ΔE to the lowest compared entry with this formula, charge and spin: 67.0 kcal per mole
DFT total energy: -123736.1330 eV
M: 1329.9 Da

Each line ends with the Mulliken charge.
CARTESIAN COORDINATES (ANGSTROEM)
W1 -0.2389 -0.4834 -0.0198  3.069
C1 -4.4620 -8.1246 2.2408  -0.827
O1 -4.4810 -6.9157 2.9588  -0.474
C2 -3.9975 -5.7898 2.3492  0.582
C3 -3.6638 -5.7466 1.0453  -1.302
C4 -3.1499 -4.5419 0.3227  0.192
C5 -3.3488 -2.6629 1.9879  0.246
C6 -3.4169 -3.4531 3.1695  -1.130
C7 -3.8173 -4.7397 3.3192  -0.924
C8 -2.7156 -1.4301 1.9535  0.816
C9 -3.0408 -0.3099 1.0956  0.164
C10 -4.2898 0.3190 1.0043  -1.368
C11 -4.0972 1.5050 0.3296  -0.964
C12 -2.7320 1.5737 -0.0260  -0.620
N1 -2.0691 0.4558 0.4722  0.015
C13 -2.1064 2.5822 -0.7665  1.385
C14 -0.7499 2.5146 -1.1466  0.320
C15 -0.1237 3.4098 -2.0517  -1.977
C16 1.1301 2.9222 -2.3047  -1.793
C17 1.2902 1.7502 -1.5346  0.890
C18 2.4485 0.9504 -1.4752  1.502
C19 3.6329 1.2021 -2.3165  -0.318
C20 4.2716 2.4361 -2.3414  -0.522
C21 5.4641 2.6178 -3.0215  -0.952
C22 6.0426 1.5541 -3.7056  0.857
O2 7.2195 1.5952 -4.3805  -0.449
C23 7.9672 2.7870 -4.3903  -0.846
C24 5.3939 0.3153 -3.7042  -1.061
C25 4.2213 0.1409 -3.0099  -0.288
C26 2.6083 0.0025 -0.4585  0.743
N2 1.6906 -0.0533 0.5983  -0.049
C27 2.4121 -0.4723 1.6836  -0.923
C28 1.9156 -0.4262 3.0035  1.504
C29 2.8835 -0.0533 4.0361  -0.102
C30 2.9997 -0.6183 5.3084  -0.390
C31 3.8917 -0.1077 6.2272  -0.864
C32 4.7055 0.9842 5.9110  0.868
O3 5.5145 1.4400 6.9031  -0.448
C33 6.3568 2.5367 6.6412  -0.819
C34 4.6376 1.5226 4.6300  -0.733
C35 3.7448 1.0025 3.7172  -0.499
C36 0.5381 -0.5965 3.2220  -0.961
C37 -0.1010 -0.8084 4.4545  -1.317
C38 -1.4026 -1.1886 4.1801  -1.128
C39 -1.5531 -1.1478 2.7964  0.139
N3 -0.3880 -0.7454 2.1802  0.271
C40 3.7356 -0.8117 1.3044  -1.342
C41 3.8530 -0.5455 -0.0308  -1.471
N4 0.1166 1.4918 -0.8105  -0.137
C42 -2.8968 3.6990 -1.3069  0.373
C43 -2.5038 5.0149 -1.0819  -0.734
C44 -3.1568 6.0751 -1.6821  -0.557
C45 -4.2433 5.8394 -2.5194  0.879
O4 -4.9302 6.8087 -3.1846  -0.457
C46 -4.4664 8.1357 -3.0979  -0.850
C47 -4.6696 4.5233 -2.7196  -1.005
C48 -4.0061 3.4724 -2.1242  -0.408
H1 -5.2031 -8.1358 1.4350  0.275
H2 -4.7035 -8.9096 2.9545  0.274
H3 -3.4708 -8.3097 1.8214  0.340
H4 -3.8152 -6.6224 0.4355  0.436
H5 -3.3758 -4.7065 -0.7370  0.633
H6 -3.2587 -2.9118 4.0889  0.209
H7 -3.9976 -5.0942 4.3265  0.434
H8 -5.2025 -0.0399 1.4387  0.719
H9 -4.8283 2.2594 0.1247  0.781
H10 -0.5813 4.2756 -2.4862  0.545
H11 1.8552 3.3195 -2.9861  0.690
H12 3.8564 3.2594 -1.7810  0.631
H13 5.9364 3.5880 -2.9917  0.446
H14 8.8736 2.5574 -4.9497  0.246
H15 8.2368 3.1000 -3.3766  0.339
H16 7.4273 3.5967 -4.8908  0.329
H17 5.8452 -0.5015 -4.2445  0.472
H18 3.7428 -0.8262 -3.0006  0.722
H19 2.4067 -1.4826 5.5627  0.712
H20 3.9925 -0.5446 7.2093  0.434
H21 6.8627 2.7492 7.5815  0.242
H22 5.7881 3.4180 6.3287  0.336
H23 7.1009 2.2986 5.8748  0.332
H24 5.2722 2.3440 4.3366  0.417
H25 3.6836 1.4506 2.7370  0.511
H26 0.3438 -0.7078 5.4223  0.780
H27 -2.1605 -1.4048 4.9052  0.701
H28 4.4741 -1.2158 1.9676  0.785
H29 4.7220 -0.6688 -0.6480  0.688
H30 -1.6713 5.2141 -0.4235  0.550
H31 -2.8065 7.0798 -1.5012  0.408
H32 -5.1364 8.7236 -3.7230  0.249
H33 -3.4420 8.2231 -3.4763  0.351
H34 -4.5106 8.5133 -2.0712  0.326
H35 -5.5150 4.3541 -3.3695  0.440
H36 -4.3171 2.4569 -2.3198  0.584
F1 -1.3390 -6.6662 0.3822  -0.311
C49 -0.8481 -5.5022 0.8701  0.532
F2 0.4361 -5.5203 0.5179  -0.263
F3 -0.8699 -5.6615 2.2165  -0.301
C50 -1.6407 -4.3184 0.4096  -0.420
C51 -3.9634 -3.2699 0.7418  0.580
C52 -3.9804 -2.3642 -0.4325  -2.478
C53 -2.8555 -1.8369 -0.9221  -0.182
N5 -1.5606 -1.9753 -0.4270  0.782
C54 -1.0342 -3.1476 0.0865  0.874
S1 0.7125 -2.8226 0.1923  -0.439
H37 -4.9786 -3.6030 0.9745  1.084
H38 -4.9170 -2.1678 -0.9230  0.364
H39 -2.9341 -1.1186 -1.7287  0.127
F4 -2.3673 -2.1300 -3.7132  -0.272
C55 -1.0333 -2.2095 -3.7662  0.324
F5 -0.7463 -2.7046 -4.9680  -0.306
F6 -0.6631 -3.1055 -2.8573  -0.250
C56 -0.3263 -0.8367 -3.4660  1.389
O5 0.0279 -0.7479 -2.1689  -0.866
C57 -1.2987 0.3178 -3.8762  -0.052
F7 -2.0696 0.0247 -4.9230  -0.317
F8 -2.1057 0.5928 -2.8399  0.070
F9 -0.6613 1.4427 -4.1774  -0.223
C58 0.8957 -0.7258 -4.4264  0.204
F10 0.5173 -0.6560 -5.7070  -0.291
F11 1.7167 -1.7622 -4.3007  -0.281
F12 1.5986 0.3737 -4.1810  -0.246